Formula: C3H10NOP
Source: the OMol25 dataset
Level of theory: wB97M-V/def2-TZVPD

## Properties
Highest occupied orbital energy   -8.0929 eV
Total charge   0
Electronic energy   -16097.862 eV
LUMO level   0.99 eV
Energy relative to the best compared isomer or geometry (same formula, charge and spin)   2.645 eV
SMILES   CN(C)P(C)O

Last column: Mulliken charge in e.
Atoms and positions in Å:
H -2.19349 0.37980 -0.89652  0.38
H 0.05348 -2.37200 0.44523  0.36
H -1.96700 -1.11471 0.34470  0.34
C 1.99113 0.00143 0.37568  -0.85
C 0.14881 1.33273 0.04505  -0.89
H 2.24676 0.76903 1.23561  0.31
H 0.98244 1.85978 -0.56415  0.32
N 0.53698 -0.01926 0.06825  0.03
H -0.83341 1.58765 -0.40799  0.27
P -0.06246 -1.00481 -1.25981  0.16
H -0.10443 1.78167 1.11428  0.22
O 0.14915 -2.42015 -0.53147  -0.44
H -2.59047 -1.33359 -1.43109  0.31
H 2.68692 0.37260 -0.57421  0.30
C -2.10949 -0.64138 -0.67266  -1.09
H 2.27253 -0.99714 0.55701  0.28